2 unconnected molecules or ions with the total composition C24H27ClN5O4 at a distorted geometry. Source: the Open Molecules 2025 dataset; level of theory: ωB97M-V with the def2-TZVPD basis set.

## Properties
net charge	-1
E_tot	-1965.62462	Ha
M	484.96	g mol⁻¹
LUMO energy	0.85	eV

Bonds (Å) are listed after each position.
Cartesian coordinates (Å):
1 C -0.42 -3.61 -2.39  C2 1.508, H16 1.092, H17 1.097, H18 1.096
2 C -1.61 -3.11 -1.61  C1 1.508, O3 1.446, H19 1.099, H20 1.099
3 O -1.08 -2.68 -0.34  C2 1.446, C4 1.351
4 C -1.91 -1.97 0.46  O3 1.351, C5 1.479, O15 1.218
5 C -1.17 -1.60 1.69  C4 1.479, N6 1.276, H21 1.098
6 N -1.72 -0.87 2.58  C5 1.276, C7 1.297
7 C -1.21 -0.19 3.56  N6 1.297, C8 1.443, H22 1.102
8 C -2.06 0.33 4.61  C7 1.443, C9 1.416, C14 1.407
9 C -1.63 1.34 5.49  C8 1.416, C10 1.391, H23 1.092
10 C -2.48 1.80 6.50  C9 1.391, C11 1.407, H24 1.087
11 C -3.76 1.23 6.63  C10 1.407, Cl12 1.712, C13 1.406
12 Cl -4.80 1.77 7.88  C11 1.712
13 C -4.20 0.22 5.76  C11 1.406, C14 1.393, H25 1.086
14 C -3.36 -0.21 4.73  C8 1.407, C13 1.393, H26 1.090
15 O -3.05 -1.64 0.20  C4 1.218
16 H -0.67 -3.72 -3.45  C1 1.092
17 H 0.43 -2.92 -2.30  C1 1.097
18 H -0.11 -4.59 -2.02  C1 1.096
19 H -2.12 -2.28 -2.12  C2 1.099
20 H -2.33 -3.92 -1.42  C2 1.099
21 H -0.16 -2.03 1.76  C5 1.098
22 H -0.14 0.05 3.60  C7 1.102
23 H -0.63 1.75 5.37  C9 1.092
24 H -2.17 2.59 7.18  C10 1.087
25 H -5.19 -0.22 5.88  C13 1.086
26 H -3.68 -0.97 4.02  C14 1.090
27 C -1.40 0.42 -3.52  C28 1.499, H46 1.099, H47 1.096, H48 1.099
28 C -0.85 0.73 -2.15  C27 1.499, C29 1.384, N35 1.351
29 C -1.67 1.01 -1.08  C28 1.384, C30 1.460, H49 1.085
30 C -1.09 1.55 0.14  C29 1.460, O31 1.244, N32 1.388
31 O -0.19 1.00 0.81  C30 1.244
32 N -1.60 2.76 0.60  C30 1.388, C33 1.441, C34 1.449
33 C -1.08 3.32 1.82  N32 1.441, H50 1.095, H51 1.097, H52 1.103
34 C -2.76 3.43 0.03  N32 1.449, H53 1.096, H54 1.104, H55 1.098
35 N 0.47 0.73 -1.86  C28 1.351, N36 1.279
36 N 1.32 0.55 -2.80  N35 1.279, C37 1.422
37 C 2.42 -0.23 -2.36  N36 1.422, N38 1.379, O45 1.228
38 N 3.38 -0.10 -3.35  C37 1.379, C39 1.383, H56 1.018
39 C 4.66 -0.63 -3.34  N38 1.383, C40 1.414, C44 1.410
40 C 5.56 -0.24 -4.36  C39 1.414, C41 1.393, H57 1.094
41 C 6.89 -0.66 -4.30  C40 1.393, C42 1.404, H58 1.090
42 C 7.32 -1.49 -3.25  C41 1.404, C43 1.401, H59 1.091
43 C 6.41 -1.93 -2.29  C42 1.401, C44 1.398, H60 1.089
44 C 5.07 -1.52 -2.33  C39 1.410, C43 1.398, H61 1.089
45 O 2.47 -0.92 -1.35  C37 1.228
46 H -2.19 1.13 -3.78  C27 1.099
47 H -0.60 0.49 -4.26  C27 1.096
48 H -1.82 -0.60 -3.54  C27 1.099
49 H -2.75 0.99 -1.20  C29 1.085
50 H -0.03 3.05 1.93  C33 1.095
51 H -1.18 4.41 1.76  C33 1.097
52 H -1.64 2.97 2.70  C33 1.103
53 H -2.82 3.24 -1.04  C34 1.096
54 H -3.70 3.10 0.51  C34 1.104
55 H -2.64 4.51 0.21  C34 1.098
56 H 3.07 0.55 -4.07  N38 1.018
57 H 5.20 0.40 -5.17  C40 1.094
58 H 7.58 -0.33 -5.07  C41 1.090
59 H 8.37 -1.80 -3.20  C42 1.091
60 H 6.72 -2.61 -1.49  C43 1.089
61 H 4.35 -1.85 -1.59  C44 1.089